Entry 1:
# C19H37N6

The ion C19H37N6 with charge +1 in a non-equilibrium geometry (ωB97M-V/def2-TZVPD, OMol25).

Calculated values
* HOMO energy: -12.0 eV
* structure (SMILES): CC(C)C[C@@H](c1nnnn1C(C)(C)C)N1CC[NH+](C2CCCC2)CC1
* largest force on an atom: 1.49 eV/A
* molecular weight: 349.55 g/mol
* net charge: +1
* HOMO-LUMO gap: 10.01 eV
* multiplicity: 1

Element x y z (Å)
1 C 0.426 -0.905 4.394
2 C -0.678 -0.193 3.616
3 C -1.991 -0.270 4.393
4 C -0.873 -0.808 2.221
5 C 0.231 -0.421 1.223
6 C 0.070 -1.209 -0.051
7 N -0.330 -0.625 -1.170
8 N -0.379 -1.553 -2.117
9 N -0.031 -2.663 -1.647
10 N 0.277 -2.513 -0.354
11 C 0.721 -3.706 0.377
12 C 1.633 -3.338 1.543
13 C 1.499 -4.573 -0.618
14 C -0.527 -4.456 0.849
15 N 0.292 1.008 0.996
16 C -0.831 1.904 1.017
17 C -1.429 2.188 -0.384
18 N -0.394 1.948 -1.406
19 C -0.804 2.375 -2.770
20 C 0.045 1.677 -3.848
21 C 0.365 2.766 -4.873
22 C 0.481 4.032 -4.028
23 C -0.670 3.887 -3.031
24 C 0.905 2.443 -0.921
25 C 1.397 1.519 0.210
26 H 0.180 -1.954 4.541
27 H 1.385 -0.834 3.886
28 H 0.539 -0.448 5.373
29 H -0.393 0.856 3.505
30 H -2.306 -1.305 4.509
31 H -2.784 0.274 3.884
32 H -1.868 0.159 5.383
33 H -1.844 -0.521 1.813
34 H -0.888 -1.894 2.322
35 H 1.198 -0.695 1.662
36 H 1.096 -2.850 2.350
37 H 2.451 -2.702 1.211
38 H 2.065 -4.251 1.942
39 H 2.371 -4.041 -0.992
40 H 1.834 -5.478 -0.121
41 H 0.874 -4.849 -1.462
42 H -1.150 -4.719 -0.002
43 H -0.230 -5.369 1.355
44 H -1.118 -3.859 1.541
45 H -0.476 2.846 1.451
46 H -1.614 1.528 1.669
47 H -2.266 1.521 -0.594
48 H -1.782 3.220 -0.439
49 H -0.330 0.838 -1.423
50 H -1.848 2.067 -2.863
51 H -0.482 0.833 -4.290
52 H 0.970 1.292 -3.419
53 H 1.271 2.551 -5.434
54 H -0.458 2.869 -5.579
55 H 0.393 4.937 -4.623
56 H 1.442 4.059 -3.513
57 H -1.590 4.251 -3.487
58 H -0.507 4.461 -2.121
59 H 1.627 2.449 -1.736
60 H 0.790 3.465 -0.556
61 H 1.959 0.684 -0.215
62 H 2.083 2.089 0.852

=====

Entry 2:
# C19H38AgN2O5

A structure of composition C19H38AgN2O5 in a non-equilibrium geometry (ωB97M-V/def2-TZVPD, OMol25).

Calculated values
* HOMO energy: -1.6 eV
* largest force on an atom: 4.83 eV/A
* molecular weight: 482.39 g/mol
* net charge: -1
* HOMO-LUMO gap: 3.81 eV
* multiplicity: 1

Element x y z (Å)
1 Ag -2.132 0.333 -0.351
2 C -4.785 0.635 -1.221
3 O -4.444 0.771 -0.006
4 O -3.955 0.387 -2.127
5 O -5.977 0.522 -1.547
6 C -0.152 0.271 -4.055
7 C -0.149 -1.200 -3.455
8 C 0.692 -2.008 -4.413
9 C 1.119 -3.341 -3.805
10 C 1.848 -3.211 -2.462
11 C 1.110 -2.340 -1.462
12 N 0.491 -1.144 -2.117
13 O -0.019 -0.181 -1.272
14 C 0.041 -3.154 -0.713
15 C 2.288 -1.738 -0.605
16 C -1.610 -1.617 -3.316
17 H 0.859 0.528 -4.384
18 H -0.625 1.046 -3.456
19 H -0.525 0.186 -5.078
20 H 0.066 -2.127 -5.298
21 H 1.615 -1.512 -4.718
22 H 1.674 -3.959 -4.513
23 H 0.192 -3.916 -3.745
24 H 2.929 -3.078 -2.404
25 H 1.891 -4.216 -2.032
26 H 0.519 -3.585 0.170
27 H -0.808 -2.562 -0.376
28 H -0.190 -4.056 -1.279
29 H 2.840 -0.878 -0.982
30 H 1.940 -1.418 0.383
31 H 2.944 -2.540 -0.259
32 H -2.343 -0.938 -3.748
33 H -1.930 -1.863 -2.304
34 H -1.763 -2.616 -3.737
35 H 0.723 0.412 -1.416
36 C -1.097 -0.545 3.114
37 C -0.417 0.845 3.375
38 C 1.005 0.482 3.725
39 C 1.999 1.588 3.656
40 C 1.945 2.240 2.290
41 C 0.488 2.667 1.859
42 N -0.501 1.620 2.133
43 O -1.768 1.720 1.615
44 C 0.086 4.048 2.349
45 C 0.675 2.823 0.312
46 C -1.178 1.650 4.477
47 H -0.794 -1.302 3.838
48 H -2.164 -0.373 2.980
49 H -0.607 -0.919 2.213
50 H 1.108 0.108 4.746
51 H 1.438 -0.277 3.070
52 H 1.806 2.293 4.466
53 H 2.959 1.095 3.821
54 H 2.365 1.557 1.553
55 H 2.486 3.183 2.381
56 H -0.979 4.266 2.437
57 H 0.567 4.855 1.798
58 H 0.377 4.109 3.401
59 H -0.199 3.302 -0.131
60 H 0.929 1.899 -0.203
61 H 1.484 3.540 0.161
62 H -0.443 2.049 5.178
63 H -1.881 2.386 4.088
64 H -1.824 1.010 5.081
65 H -2.237 2.188 2.318

=====

Entry 3:
# C19H38BrN2O7

A cluster of 3 separate species, C19H38BrN2O7 in total in a non-equilibrium geometry (ωB97M-V/def2-TZVPD, OMol25).

Calculated values
* HOMO energy: -10.6 eV
* largest force on an atom: 6.12 eV/A
* molecular weight: 486.42 g/mol
* net charge: +1
* HOMO-LUMO gap: 5.03 eV
* multiplicity: 1

Element x y z (Å)
1 C 1.775 0.806 -1.219
2 C 0.228 1.333 -1.489
3 O 0.235 2.810 -1.276
4 C -0.769 0.546 -0.401
5 C -2.291 0.504 -1.006
6 C -3.056 -0.778 -1.673
7 N -4.394 -0.927 -2.281
8 N -5.206 0.159 -2.283
9 C -4.738 1.437 -1.688
10 Br -6.114 2.945 -1.717
11 C -3.309 1.837 -1.016
12 H 2.226 1.540 -0.406
13 H 1.808 -0.304 -0.852
14 H 2.407 0.853 -2.220
15 H -0.064 1.055 -2.601
16 H 0.260 3.274 -2.166
17 H -0.366 -0.555 -0.348
18 H -0.694 1.144 0.603
19 H -2.404 -1.780 -1.667
20 H -6.174 0.070 -2.713
21 H -3.006 2.880 -0.558
22 C -4.902 -4.561 2.933
23 O -5.440 -4.906 1.660
24 C -5.377 -3.879 0.670
25 C -4.358 -4.068 -0.466
26 O -2.983 -4.321 -0.188
27 C -2.679 -5.447 0.622
28 C -3.121 -6.869 0.190
29 O -4.513 -7.034 -0.047
30 C -4.883 -7.173 -1.419
31 H -5.694 -4.605 3.685
32 H -4.173 -5.318 3.222
33 H -4.426 -3.578 2.951
34 H -5.275 -2.890 1.124
35 H -6.363 -3.891 0.185
36 H -4.373 -3.152 -1.074
37 H -4.692 -4.820 -1.169
38 H -3.012 -5.237 1.621
39 H -1.584 -5.465 0.715
40 H -2.898 -7.518 1.047
41 H -2.516 -7.235 -0.641
42 H -4.051 -7.041 -2.103
43 H -5.662 -6.452 -1.647
44 H -5.337 -8.157 -1.570
45 C 3.064 4.295 0.675
46 O 4.301 3.604 0.532
47 C 4.969 3.794 -0.715
48 C 6.236 4.665 -0.700
49 O 6.222 5.978 -0.149
50 C 5.801 6.113 1.201
51 C 6.546 5.364 2.336
52 O 6.635 3.953 2.186
53 C 7.931 3.458 1.848
54 H 2.256 3.571 0.805
55 H 3.093 4.879 1.596
56 H 2.839 4.959 -0.164
57 H 4.277 4.126 -1.494
58 H 5.305 2.791 -1.013
59 H 6.561 4.786 -1.744
60 H 7.069 4.134 -0.258
61 H 4.748 5.906 1.242
62 H 5.861 7.186 1.430
63 H 5.939 5.518 3.236
64 H 7.518 5.818 2.537
65 H 8.655 4.245 1.663
66 H 7.847 2.823 0.972
67 H 8.286 2.806 2.652

=====

Entry 4:
# C19H38Cl14F6O12P

A cluster of 12 separate species, C19H38Cl14F6O12P in total in a non-equilibrium geometry (ωB97M-V/def2-TZVPD, OMol25).

Calculated values
* HOMO energy: -8.5 eV
* largest force on an atom: 1.73 eV/A
* molecular weight: 1099.81 g/mol
* net charge: -1
* HOMO-LUMO gap: 10.73 eV
* multiplicity: 1

Element x y z (Å)
1 P -0.441 -1.340 -0.391
2 F 0.717 -2.042 -1.263
3 F -1.485 -2.493 -0.838
4 F -0.019 -2.165 0.924
5 F -1.568 -0.596 0.515
6 F 0.616 -0.144 -0.057
7 F -0.955 -0.440 -1.657
8 C 0.612 2.399 7.226
9 O -0.085 1.338 6.609
10 C -0.002 1.280 5.277
11 O 0.491 2.145 4.607
12 O -0.570 0.174 4.859
13 C -0.380 -0.131 3.471
14 H 0.503 2.306 8.302
15 H 0.241 3.361 6.874
16 H 1.679 2.361 6.991
17 H 0.546 0.312 3.114
18 H -1.170 0.323 2.876
19 H -0.337 -1.206 3.347
20 C -1.193 6.630 2.728
21 O -1.674 5.592 1.907
22 C -0.809 4.637 1.571
23 O 0.316 4.546 1.972
24 O -1.405 3.830 0.707
25 C -0.724 2.638 0.380
26 H -0.291 7.078 2.310
27 H -0.992 6.279 3.740
28 H -1.962 7.395 2.777
29 H -0.147 2.247 1.219
30 H -0.023 2.771 -0.445
31 H -1.383 1.826 0.082
32 C -0.921 0.425 -5.339
33 O -0.192 0.075 -6.513
34 C 0.967 0.689 -6.742
35 O 1.477 1.483 -6.010
36 O 1.504 0.297 -7.888
37 C 0.858 -0.663 -8.710
38 H -1.857 -0.108 -5.433
39 H -1.101 1.499 -5.307
40 H -0.380 0.143 -4.440
41 H 0.160 -0.194 -9.400
42 H 0.326 -1.382 -8.089
43 H 1.644 -1.195 -9.237
44 C 2.976 1.795 1.379
45 O 2.555 1.017 2.474
46 C 3.415 0.774 3.421
47 O 4.566 1.076 3.448
48 O 2.802 0.089 4.381
49 C 3.646 -0.330 5.431
50 H 3.973 1.572 0.998
51 H 2.912 2.868 1.569
52 H 2.303 1.607 0.543
53 H 3.055 -0.950 6.105
54 H 4.017 0.522 6.003
55 H 4.484 -0.947 5.101
56 C -4.025 -1.994 -3.157
57 Cl -3.681 -2.183 -4.894
58 Cl -4.946 -3.375 -2.557
59 H -3.113 -1.912 -2.572
60 H -4.556 -1.055 -3.057
61 C 3.203 -2.956 2.409
62 Cl 4.192 -1.981 1.322
63 Cl 3.598 -4.682 2.259
64 H 3.431 -2.597 3.407
65 H 2.146 -2.815 2.212
66 C -0.322 -5.369 -0.020
67 Cl 0.040 -5.272 1.705
68 Cl -0.858 -6.987 -0.514
69 H -1.099 -4.656 -0.266
70 H 0.567 -5.113 -0.586
71 C -3.539 1.752 -1.699
72 Cl -4.787 0.980 -0.764
73 Cl -4.047 1.973 -3.423
74 H -3.282 2.762 -1.405
75 H -2.658 1.133 -1.745
76 C 2.349 0.655 -2.536
77 Cl 3.900 0.555 -3.406
78 Cl 1.875 2.357 -2.379
79 H 1.584 0.179 -3.136
80 H 2.419 0.161 -1.577
81 C -3.777 -2.289 1.444
82 Cl -4.950 -3.574 1.118
83 Cl -4.610 -0.971 2.307
84 H -2.916 -2.658 1.991
85 H -3.414 -1.924 0.494
86 C 0.089 -3.897 -3.598
87 Cl -1.502 -4.597 -3.995
88 Cl 0.579 -2.586 -4.670
89 H -0.032 -3.474 -2.610
90 H 0.848 -4.668 -3.583

=====

Entry 5:
# C19H38KO3Si2

A structure of composition C19H38KO3Si2 in a non-equilibrium geometry (ωB97M-V/def2-TZVPD, OMol25).

Calculated values
* HOMO energy: -3.9 eV
* largest force on an atom: 1.20 eV/A
* molecular weight: 409.78 g/mol
* net charge: -1
* HOMO-LUMO gap: 6.32 eV
* multiplicity: 1

Element x y z (Å)
1 K -0.500 -2.019 0.404
2 C 1.862 3.749 0.366
3 C 0.803 3.324 1.377
4 C 0.686 4.359 2.496
5 C 1.039 1.945 1.959
6 C 2.309 1.411 2.137
7 C 2.484 0.153 2.701
8 C 1.401 -0.613 3.115
9 C 1.584 -1.965 3.746
10 C 0.125 -0.079 2.929
11 C -0.049 1.172 2.361
12 H 1.570 4.685 -0.113
13 H 2.012 2.996 -0.408
14 H 2.826 3.927 0.852
15 H -0.156 3.275 0.852
16 H 1.630 4.429 3.044
17 H -0.091 4.091 3.212
18 H 0.457 5.349 2.095
19 H 3.178 1.967 1.809
20 H 3.486 -0.248 2.813
21 H 0.870 -2.695 3.361
22 H 1.430 -1.911 4.827
23 H 2.596 -2.336 3.578
24 H -0.747 -0.663 3.203
25 H -1.053 1.552 2.203
26 C 1.960 -2.598 -1.826
27 Si 1.148 -1.005 -2.474
28 C 2.021 0.416 -1.578
29 C 1.767 -0.889 -4.256
30 C -0.616 -1.004 -2.218
31 Si -1.651 0.436 -2.462
32 C -3.477 0.029 -2.200
33 C -1.584 1.271 -4.164
34 C -1.260 1.844 -1.259
35 H 2.995 -2.682 -2.168
36 H 1.416 -3.479 -2.179
37 H 1.995 -2.658 -0.733
38 H 3.092 0.212 -1.479
39 H 1.622 0.593 -0.576
40 H 1.923 1.351 -2.137
41 H 2.861 -0.869 -4.295
42 H 1.390 0.010 -4.748
43 H 1.422 -1.746 -4.841
44 H -1.077 -1.870 -2.720
45 H -3.728 -0.926 -2.669
46 H -4.139 0.794 -2.614
47 H -3.695 -0.061 -1.133
48 H -1.885 0.576 -4.953
49 H -0.573 1.611 -4.404
50 H -2.247 2.142 -4.203
51 H -1.320 1.488 -0.226
52 H -1.972 2.667 -1.377
53 H -0.257 2.248 -1.409
54 C -3.809 -2.425 1.156
55 O -2.815 -1.767 1.919
56 H -4.645 -2.749 1.785
57 H -3.412 -3.311 0.649
58 H -4.181 -1.736 0.399
59 H -2.209 -2.456 2.269
60 O -1.717 -5.453 2.999
61 C -1.210 -4.845 2.066
62 O -0.814 -3.626 2.048
63 H -1.072 -5.385 1.090

=====

Entry 6:
# C19H38N3O5

A cluster of 4 separate species, C19H38N3O5 in total (ωB97M-V/def2-TZVPD, OMol25).

Calculated values
* HOMO energy: -4.4 eV
* largest force on an atom: 0.73 eV/A
* molecular weight: 388.53 g/mol
* net charge: -1
* HOMO-LUMO gap: 6.66 eV
* multiplicity: 1

Element x y z (Å)
1 N -1.086 -1.425 -4.116
2 C -1.561 -0.130 -4.600
3 N -1.148 0.888 -3.654
4 C -0.868 0.131 -6.012
5 O -0.349 1.239 -6.175
6 O -0.944 -0.864 -6.786
7 C -3.081 -0.153 -4.850
8 C -3.672 -1.090 -5.707
9 C -5.043 -1.078 -5.900
10 N -5.885 -0.221 -5.314
11 C -5.326 0.660 -4.494
12 C -3.962 0.732 -4.235
13 H -1.685 -1.760 -3.367
14 H -1.151 -2.071 -4.896
15 H -1.611 0.754 -2.759
16 H -1.397 1.801 -4.015
17 H -3.051 -1.796 -6.238
18 H -5.489 -1.800 -6.577
19 H -5.993 1.366 -4.004
20 H -3.596 1.488 -3.550
21 C 1.186 0.746 1.484
22 C 1.418 0.335 0.039
23 O 0.721 1.132 -0.897
24 C 1.042 2.503 -0.929
25 C 2.497 2.791 -1.260
26 H 0.121 0.718 1.722
27 H 1.709 0.066 2.159
28 H 1.548 1.757 1.686
29 H 1.047 -0.678 -0.117
30 H 2.491 0.313 -0.188
31 H 0.759 2.996 0.011
32 H 0.406 2.913 -1.714
33 H 3.177 2.405 -0.498
34 H 2.655 3.868 -1.333
35 H 2.760 2.334 -2.215
36 C 4.251 -3.587 3.116
37 C 4.576 -2.861 1.821
38 O 4.292 -1.475 1.847
39 C 4.983 -0.712 2.817
40 C 6.495 -0.751 2.672
41 H 3.202 -3.445 3.378
42 H 4.440 -4.655 2.998
43 H 4.860 -3.234 3.950
44 H 3.957 -3.254 1.015
45 H 5.620 -3.038 1.535
46 H 4.686 -1.015 3.828
47 H 4.627 0.310 2.677
48 H 6.896 -1.755 2.817
49 H 6.956 -0.100 3.416
50 H 6.791 -0.409 1.679
51 C -3.290 2.034 2.840
52 C -2.977 0.557 2.682
53 O -1.871 0.114 3.449
54 C -1.976 0.260 4.850
55 C -3.137 -0.500 5.471
56 H -2.418 2.638 2.584
57 H -4.110 2.310 2.176
58 H -3.590 2.286 3.859
59 H -2.696 0.352 1.649
60 H -3.865 -0.050 2.896
61 H -2.023 1.320 5.128
62 H -1.034 -0.127 5.241
63 H -4.102 -0.134 5.119
64 H -3.115 -0.387 6.556
65 H -3.070 -1.562 5.231

=====

Entry 7:
# C19H38NO2

The ion C19H38NO2 with charge +1 in a non-equilibrium geometry (ωB97M-V/def2-TZVPD, OMol25).

Calculated values
* HOMO energy: -12.6 eV
* structure (SMILES): CC(C)[C@@H]1CC[C@@H](C)C[C@H]1OC[C@H](O)C[N+]1(C)CCCCC1
* largest force on an atom: 1.06 eV/A
* molecular weight: 312.52 g/mol
* net charge: +1
* HOMO-LUMO gap: 10.42 eV
* multiplicity: 1

Element x y z (Å)
1 C 2.989 -2.633 1.319
2 C 2.056 -2.151 0.210
3 C 2.269 -2.994 -1.046
4 C 2.194 -0.646 -0.107
5 C 3.643 -0.197 -0.308
6 C 3.718 1.273 -0.705
7 C 3.082 2.155 0.368
8 C 3.143 3.630 -0.016
9 C 1.633 1.714 0.582
10 C 1.552 0.237 0.973
11 O 0.186 -0.185 1.121
12 C -0.498 0.267 2.266
13 C -1.655 1.213 1.896
14 O -2.078 1.957 3.005
15 C -2.924 0.523 1.321
16 N -2.867 -0.183 0.006
17 C -2.301 -1.533 0.190
18 C -4.269 -0.282 -0.502
19 C -4.374 -0.863 -1.907
20 C -3.548 -0.031 -2.882
21 C -2.108 0.047 -2.388
22 C -2.045 0.593 -0.965
23 H 2.895 -2.022 2.213
24 H 2.740 -3.657 1.585
25 H 4.024 -2.616 0.991
26 H 1.024 -2.310 0.547
27 H 3.292 -2.907 -1.401
28 H 1.601 -2.682 -1.847
29 H 2.079 -4.042 -0.830
30 H 1.643 -0.460 -1.038
31 H 4.107 -0.807 -1.082
32 H 4.201 -0.339 0.617
33 H 4.761 1.560 -0.844
34 H 3.202 1.428 -1.656
35 H 3.630 2.014 1.306
36 H 4.176 3.942 -0.148
37 H 2.696 4.250 0.758
38 H 2.612 3.805 -0.949
39 H 1.074 1.867 -0.346
40 H 1.176 2.330 1.360
41 H 2.070 0.084 1.929
42 H 0.176 0.812 2.934
43 H -0.885 -0.606 2.811
44 H -1.285 1.962 1.189
45 H -2.230 1.385 3.768
46 H -3.291 -0.188 2.066
47 H -3.658 1.330 1.245
48 H -2.317 -2.082 -0.746
49 H -1.269 -1.448 0.523
50 H -2.885 -2.085 0.924
51 H -4.846 -0.883 0.204
52 H -4.688 0.727 -0.520
53 H -4.055 -1.905 -1.933
54 H -5.425 -0.844 -2.195
55 H -3.579 -0.475 -3.875
56 H -3.968 0.974 -2.955
57 H -1.634 -0.933 -2.448
58 H -1.532 0.720 -3.023
59 H -1.015 0.572 -0.605
60 H -2.415 1.620 -0.958